No. 1
81
Properties=species:S:1:pos:R:3:lowdin_charge:R:1 method="wB97M-V/def2-TZVPD" spin_multiplicity=1 orbital_gap_ev=3.705 e_homo_ev=-4.0 total_energy_ev=-72317.696 charge=-1
C 8.42791 -0.41097 3.54969 -0.14
C -1.87799 2.25226 -1.26864 -0.16
B -6.69888 -2.77642 -2.01800 -0.39
H 4.87240 2.16182 0.88033 0.06
H -9.63497 -1.55504 -4.63368 0.11
O -7.56484 0.11325 -0.04350 -0.18
C -7.95932 -1.73515 -1.83775 -0.18
H 2.41049 0.04276 0.68880 0.07
H -9.11005 -3.13672 -2.93171 0.10
C 6.13011 3.52274 4.20108 -0.16
H -1.03569 2.95330 -1.23473 0.06
H 6.04761 3.47683 0.75590 0.07
N 7.05959 2.49346 3.73319 -0.31
H -2.84635 -0.30300 -1.80841 0.08
H 6.59926 4.18558 4.93556 0.08
H 1.54614 0.67383 2.11419 0.08
C 5.91451 2.39365 0.63911 -0.11
H 1.64809 -2.27402 -2.82862 0.08
C -8.10105 -1.08957 -0.32329 -0.43
C 7.85779 1.00793 0.73047 -0.12
H 7.46277 0.12636 0.22947 0.09
H -0.88385 -1.97244 -3.02999 0.08
H 5.26955 3.05970 4.69562 0.08
O -0.08443 0.82185 -2.71704 -0.30
H 6.20692 -1.74436 4.05236 0.08
C -9.68450 0.72827 -4.02473 -0.15
H 2.14646 -0.61749 -2.52205 0.07
H -4.68153 -3.04129 -2.56005 0.07
H -0.01678 -1.08009 2.23588 0.09
H 8.11559 3.79682 2.41858 0.08
P 0.09370 0.47156 -1.21944 0.74
N -1.47803 0.93142 -0.76168 -0.34
O 5.41065 -0.02088 2.30605 -0.29
H -5.43284 -1.74966 -3.29430 0.08
H -0.24877 -3.15297 -1.85910 0.09
H -10.32523 1.51779 -3.41938 0.09
H -11.37763 -0.75024 -4.40596 0.09
C 1.54733 0.62966 1.02013 -0.16
H -2.22996 2.19334 -2.30512 0.07
H 5.44503 -0.47654 5.03303 0.07
H -9.76620 1.07590 -5.16411 0.07
N 6.84599 1.68833 1.51541 -0.35
H 8.32620 -1.06187 2.67350 0.08
C -10.26754 -0.80270 -3.97554 -0.28
H 9.16955 0.35902 3.34769 0.05
C 1.67269 -1.49028 -2.06193 -0.13
C -2.64321 0.06775 -0.79698 -0.13
H -7.79954 -0.83369 -2.56806 0.12
H -6.98280 -4.54982 -2.88848 0.11
H -0.92639 -1.63970 0.86151 0.06
N 7.15569 0.16069 3.94904 -0.34
N 0.29849 0.06885 0.50227 -0.31
C -10.37586 -1.46112 -2.47846 -0.61
H 8.73640 3.71784 4.07091 0.09
H 8.72184 0.72110 1.32239 0.05
N 0.35640 -1.17054 -1.51588 -0.35
H -2.67503 2.68901 -0.65638 0.08
H 1.67940 1.65597 0.66128 0.07
C 6.40655 -0.86997 4.68262 -0.15
O -6.78003 -4.26154 -1.93366 0.00
C -0.62802 -2.12706 -1.98364 -0.12
H -3.54326 0.59195 -0.44987 0.10
C 0.03455 -1.20998 1.14755 -0.12
H 6.95325 -1.20185 5.57248 0.08
C 8.28751 3.12230 3.26605 -0.12
H -2.54188 -0.77308 -0.11401 0.06
P 6.17773 1.14877 2.96995 0.74
O -8.85875 -1.79789 0.72062 -0.26
Cl -11.95182 -2.50570 -2.49799 0.45
H 0.81767 -1.95034 0.94429 0.08
H 8.27235 1.69055 -0.02717 0.09
H 8.87118 -1.00924 4.35651 0.08
H 6.05047 2.15663 -0.42296 0.09
N -5.30407 -2.20892 -2.34689 0.10
H -1.53792 -2.11266 -1.39110 0.05
H -8.55479 0.84270 -3.73919 0.07
H 9.05247 2.39941 2.97946 0.06
H -10.51913 -0.62306 -1.66824 0.14
H 5.75579 4.12492 3.36649 0.07
N -9.25664 -2.45088 -2.14628 -0.10
H 2.33146 -1.83710 -1.25548 0.07

---

No. 2
95
Properties=species:S:1:pos:R:3:lowdin_charge:R:1 method="wB97M-V/def2-TZVPD" smiles="COP(=O)(OC)OC.COP(=O)(OC)OC.COP(=O)(OC)OC.COP(=O)(OC)OC.COP(=O)(OC)OC.ClC(Cl)Cl.ClC(Cl)Cl" spin_multiplicity=1 orbital_gap_ev=10.840 e_homo_ev=-10.4 total_energy_ev=-180929.082 de_lowest_kcal_mol=68.96
O -3.98602 3.74649 1.34835 -0.22
H 2.68491 4.34414 -6.09163 0.10
H -5.02303 4.99037 5.28636 0.09
H 1.37526 0.05820 -2.48053 0.08
C -2.04243 2.94680 -3.67156 -0.12
H -1.02028 -4.22045 -7.49028 0.09
P -3.33000 3.47495 2.78400 0.44
H 2.43284 -2.83930 -2.20423 0.07
H 1.17643 3.54588 -6.41627 0.09
C 1.09030 0.50546 -1.52823 -0.12
O -1.06887 3.71559 -4.31716 -0.21
Cl 6.95424 1.70310 0.38242 0.48
O 1.38637 -1.92774 -5.98117 -0.25
H -0.37907 5.82013 -2.80150 0.09
P 1.30497 -0.28231 0.93004 0.47
H 0.66840 -3.30435 2.13089 0.08
H -3.22395 5.04749 -0.03766 0.07
C 2.51701 -2.87728 -3.29031 -0.13
C 1.85141 -2.13458 7.29943 -0.12
H 2.76239 -2.19262 7.89511 0.09
H 0.33991 -0.50414 3.64922 0.09
H -1.78873 -2.90684 -3.45357 0.08
P 0.52564 -2.61441 -4.97320 0.54
H -0.28516 2.42992 2.19972 0.08
H -3.70491 5.91342 1.30475 0.09
H 0.15469 -7.44102 -1.20020 0.02
H -1.65768 -3.95753 5.69911 0.09
C -0.56764 -6.74295 -1.62335 -1.49
H 0.82777 5.85440 -1.44099 0.10
H -1.13013 -1.83919 -2.18940 0.08
O 2.11145 -2.74878 4.32887 -0.25
H 3.43357 -3.45643 -3.40249 0.09
O -3.86742 4.68531 3.66486 -0.21
H -1.22540 0.26881 3.33496 0.09
Cl -0.05442 -5.10343 -1.13984 0.55
H -2.20222 -1.20838 -3.47410 0.08
H -5.85360 5.18409 3.73290 0.09
H 1.25205 5.26976 -6.58372 0.09
C -0.47656 -0.41353 2.93280 -0.12
C -1.40093 -1.91020 -3.24283 -0.10
H -0.99105 -1.37412 2.90663 0.08
H 2.77135 -1.86387 -3.60084 0.09
H -0.82228 5.26870 -1.28110 0.07
O -1.76265 3.79812 2.53074 -0.20
H 1.85572 1.22538 -1.23848 0.07
H 4.07187 -3.16832 4.50700 0.09
C 0.85433 -2.86377 1.15139 -0.11
H -0.58189 3.34247 0.77051 0.08
C 0.04157 5.29265 -1.94539 -0.13
H 1.40964 -3.56998 0.53413 0.05
H 0.48411 -4.71878 -6.68797 0.09
O 1.44948 -3.34794 6.72885 -0.21
H -1.95959 1.89750 -3.95474 0.09
O 0.58973 -4.78247 4.68035 -0.22
H 3.42377 -3.68200 2.91052 0.09
O -3.70628 2.15089 3.40115 -0.26
H 4.65695 1.17313 0.49857 -0.01
Cl 4.75010 2.57154 -1.37962 0.50
H -2.45998 -2.54680 5.01165 0.09
O 1.38593 -3.49068 -3.87577 -0.25
H -1.65925 2.10176 1.17944 0.08
H 2.03153 -1.35721 6.55689 0.09
O 1.09746 2.18280 -4.07252 -0.21
C 5.20774 2.09016 0.28932 -1.48
O -0.77541 -3.50811 -5.49967 -0.25
P 0.88806 -3.45628 5.21217 0.43
H -2.98590 3.43925 -3.90705 0.10
H 1.07083 -1.77043 7.96739 0.09
C -1.08496 2.90863 1.63469 -0.11
C -1.64275 -2.86843 5.65724 -0.06
O -0.34074 -2.46711 5.20725 -0.24
H -4.93389 5.32228 0.21845 0.09
Cl 4.90504 3.44336 1.43618 0.49
H -1.82173 -2.40454 6.62723 0.09
Cl -2.10066 -7.03843 -0.81485 0.54
C -5.10431 4.60320 4.27070 -0.14
C 3.21800 -3.59037 3.97699 -0.10
O 0.52127 4.03223 -2.30637 -0.22
P 0.46464 3.50224 -3.85726 0.48
O -0.22055 -0.10312 1.57224 -0.25
O 1.34749 4.60597 -4.64852 -0.20
H -1.05013 -5.44283 -6.27618 0.07
C -0.57247 -4.49817 -6.53612 -0.10
O 0.99153 -0.53971 -0.60399 -0.22
Cl -0.55261 -6.84605 -3.42072 0.52
C 1.60627 4.44219 -5.96909 -0.16
H 3.18957 -4.59280 4.40410 0.08
O 2.26716 0.80923 1.24376 -0.24
O 1.76266 -1.74842 1.39726 -0.22
H 0.16270 1.07086 -1.61745 0.08
H -2.02987 2.99310 -2.58261 0.08
O -0.28130 -1.49625 -4.04224 -0.24
H -0.08334 -2.65356 0.63691 0.08
H -5.50693 3.59975 4.40886 0.09
C -4.00715 5.04433 0.72043 -0.09

---

No. 3
97
Properties=species:S:1:pos:R:3:lowdin_charge:R:1 method="wB97M-V/def2-TZVPD" smiles="CCOCC[SiH2][C@@H](F)CC.C[N+](=O)[O-].C[N+](=O)[O-].C[N+](=O)[O-].C[N+](=O)[O-].C[N+](=O)[O-].C[N+](=O)[O-].C[N+](=O)[O-].C[N+](=O)[O-].C[N+](=O)[O-].C[N+](=O)[O-]" spin_multiplicity=1 orbital_gap_ev=8.578 e_homo_ev=-9.2 total_energy_ev=-86855.885
C 4.44099 -2.90725 1.55899 0.06
C 3.17028 -1.06429 -5.71158 0.05
H -0.43978 0.66662 -3.45392 0.11
H -2.30921 -1.66132 2.31057 0.10
O 1.36643 -2.15424 -4.78015 0.04
N 1.89389 -1.82271 -5.82460 -0.44
O -0.20203 -0.50180 1.37531 0.03
H 2.25567 -6.78358 2.42822 0.10
H -5.32274 6.50811 3.77137 0.09
H -3.57627 6.36533 4.15046 0.10
H 3.09974 -2.92351 -1.77955 0.10
H 3.52071 -0.83774 -6.71138 0.09
N 2.42485 -8.52068 1.27860 -0.46
C -4.03050 5.46222 -1.21260 -0.09
O -1.77007 0.07035 4.38056 0.04
H -2.25015 1.27919 0.95269 -0.02
C 8.32889 -0.96456 5.36963 0.03
F -4.36348 2.39860 -0.57364 -0.10
O 3.60943 -8.74450 1.42416 0.06
O -7.63853 -0.69768 -5.53363 0.07
N 2.83904 -0.88994 -1.45035 -0.43
O 0.05350 -2.51269 0.65364 0.05
O 5.73692 0.01608 3.52148 0.06
H 0.72053 0.71735 4.45002 0.09
O -2.94024 6.87444 1.70077 0.05
O 2.73555 -4.11367 0.57118 0.04
H -4.17350 -0.95003 -4.87759 0.07
N 3.20095 -3.72317 1.62281 -0.42
C -1.36043 -2.16570 2.46459 0.05
H -0.91897 -0.04806 -1.02004 0.06
O -6.01419 0.26633 -6.57628 0.06
O 3.63815 -0.44871 -2.25862 0.04
C 0.11245 1.02845 5.29553 0.05
H -4.00851 1.21906 -2.76651 0.10
H -3.30821 6.08041 -1.74220 0.07
H 0.91810 -7.05633 1.27024 0.10
H -5.47257 -0.07785 -4.01628 0.05
C -4.34753 6.21564 3.40129 0.05
H 1.58098 -2.49905 -0.93940 0.05
C -3.52314 0.62618 -3.54951 -0.27
H 2.51798 -6.52137 0.68201 0.08
N 4.59334 0.34612 3.28100 -0.44
H -3.28106 1.24568 -4.41903 0.12
O 10.43735 -0.62270 6.27055 0.07
C 2.26463 -2.23102 -1.73462 0.04
H 1.76679 -2.16581 -2.70007 0.07
H -4.71388 6.10724 -0.65985 0.06
O -4.81592 7.91816 1.89694 0.07
O 1.58171 -9.35411 1.02348 0.07
H 7.51086 -0.31686 5.66712 0.09
Si -1.70609 2.11278 -0.14298 0.76
O -2.32377 0.06729 -3.01667 -0.16
H 4.81960 2.42098 3.23025 0.10
H -3.14421 3.16526 -1.99023 0.09
H -0.93059 -1.88318 3.41685 0.08
O -1.87154 2.16075 4.89505 0.07
H 4.74130 -2.82884 0.52052 0.10
H -4.64328 4.91463 -1.92970 0.07
C -1.27346 1.00216 -2.82344 -0.28
H 0.15217 0.28853 6.08925 0.10
H -3.84024 4.37679 0.66140 0.09
C -0.79646 0.97969 -1.36237 -0.28
H -7.50873 0.64378 -8.41118 0.09
O 3.60981 -0.31221 3.55060 0.06
N 9.30569 -0.99899 6.49233 -0.46
H -2.30641 4.89118 -0.04443 0.08
H 0.27893 1.17192 -1.34846 0.06
H -8.89585 0.72768 -7.27880 0.10
C -3.28809 4.47995 -0.27198 -0.26
H -0.75301 3.05480 0.48799 -0.03
H -1.54802 1.99829 -3.18232 0.10
O 2.50076 -0.31350 -0.43772 0.05
H 5.20125 -3.40543 2.15284 0.11
C -4.47645 -0.49787 -3.93647 -0.07
H -4.34655 5.18646 3.05386 0.09
C 1.98887 -7.10563 1.42624 0.04
C 4.39418 1.65136 2.59311 0.06
N -7.16027 -0.12121 -6.48714 -0.44
H -8.42069 -0.84032 -7.98839 0.10
H 7.97424 -1.97888 5.21591 0.10
C -3.16757 3.08335 -0.90306 -0.43
H 3.33168 1.79917 2.44216 0.10
H 0.40071 2.00947 5.65362 0.09
H -4.43941 -1.24953 -3.14744 0.08
H -1.46140 -3.24135 2.37779 0.10
H 4.92266 1.60147 1.64579 0.11
N -1.29656 1.09765 4.82172 -0.44
O 1.46378 -2.05847 -6.92991 0.08
H 2.96311 -0.16139 -5.14523 0.10
O 8.89609 -1.40307 7.55991 0.06
H 8.83079 -0.58374 4.48850 0.09
H 3.87420 -1.69208 -5.17419 0.10
N -4.00891 7.07922 2.23666 -0.45
N -0.42776 -1.69202 1.40963 -0.41
O 2.71652 -3.91926 2.71595 0.07
C -8.06807 0.12604 -7.64136 0.05
H 4.19825 -1.93432 1.97372 0.07

---

No. 4
79
Properties=species:S:1:pos:R:3:lowdin_charge:R:1 method="wB97M-V/def2-TZVPD" spin_multiplicity=1 orbital_gap_ev=4.978 e_homo_ev=-4.3 total_energy_ev=-79111.195 charge=-1
H -5.45555 3.18425 0.92503 0.12
H -5.29472 3.03684 7.13350 0.07
H -2.24229 -4.02719 1.95236 -0.19
H -8.13183 -0.35216 4.96285 0.12
Nb -0.70078 -3.07287 2.11029 0.93
H -8.30649 0.92883 7.07595 0.07
H 5.64918 -1.06208 -5.21266 0.10
H -1.17566 -2.32156 3.69975 -0.20
H 4.78321 5.80160 -6.18140 0.07
H 4.85306 -0.88944 1.58308 0.08
O 5.76837 0.33605 -6.73626 -0.20
H 0.85758 -2.09683 2.23888 -0.14
C -6.04379 1.12625 1.04771 -0.08
C 5.75146 -1.00865 -6.29505 -0.30
H 3.14592 -1.90151 0.13219 0.12
H 4.91452 -1.89098 -8.07327 0.08
O 3.31487 2.34625 -6.26756 -0.26
H -6.54798 0.99610 7.20403 0.06
H 4.67112 -2.84707 -6.60102 0.08
C 4.69567 -1.83246 -7.00400 -0.08
P 4.53876 1.43848 -6.35208 0.69
H 6.11002 4.28165 -7.71344 0.11
H 4.47461 4.40926 -5.12908 0.07
O 4.28877 -3.62178 -0.46465 -0.17
H 4.37346 -2.49123 2.21678 0.07
H -5.40106 0.74291 0.25258 0.08
H -7.57993 4.82064 6.16444 0.12
C -7.38348 0.40435 6.81990 -0.08
C -7.26562 0.21243 5.31891 -0.29
P -5.84456 2.26345 4.29201 0.70
C -5.44228 2.37339 1.65781 -0.29
C 4.93935 -1.99789 1.37624 -0.09
H -6.38418 -0.38630 5.09048 0.11
C 4.20783 -2.27625 0.00950 -0.27
H 4.04105 1.37337 -2.84753 0.12
O -5.00618 1.06108 3.87549 -0.25
H 3.13635 -0.93855 -4.63151 0.06
H 4.28845 -1.04884 -3.29946 0.07
O 4.80854 1.20590 -4.72287 -0.22
H -2.60508 -1.53358 -0.24361 -0.11
H -6.36397 3.98350 8.19526 0.08
H -4.39776 2.21375 1.92863 0.10
H -7.77789 3.10362 6.37779 0.09
O 1.56118 -3.86060 -0.00693 -0.29
H 3.88292 -5.57482 0.00278 0.12
O -6.53222 3.71452 4.84165 -0.20
H 2.82799 1.51624 -4.10341 0.10
H -5.30184 4.79345 7.03065 0.08
H 2.04754 -5.29014 1.48497 0.11
C 5.30733 3.90557 -7.07314 -0.30
C 3.87070 -4.56743 0.51625 -0.20
O 5.67608 2.59557 -6.66315 -0.23
H -6.18317 0.33927 1.79161 0.07
S -0.20609 -0.03658 0.09069 -0.17
C 0.16058 -4.10389 0.25662 -0.43
C 3.41894 -0.50177 -3.66900 -0.07
H 6.03161 -2.24007 1.38670 0.07
H -0.39962 -3.65367 -0.62674 0.05
H 4.64364 -1.63086 -0.80965 0.11
H 4.40323 3.88609 -7.68384 0.10
H 6.73667 -1.42296 -6.52384 0.12
H 3.70396 -1.38399 -6.90028 0.07
C 3.72935 0.97548 -3.81699 -0.28
H 4.56634 -4.66897 1.39579 0.11
H -0.10485 -5.21244 0.22567 0.05
H 6.11915 4.95685 -5.37554 0.07
C 2.38895 -4.30352 1.05252 -0.28
H 2.59679 -0.65712 -2.96752 0.09
C -7.03902 3.87090 6.15176 -0.30
H -2.37994 -0.25166 1.75744 -0.12
H -7.38579 -0.55907 7.33390 0.08
C -5.93736 3.91939 7.19164 -0.08
P -1.72022 -1.10609 0.81180 -0.05
O -6.20110 2.81418 2.78147 -0.22
H 2.50566 -3.53081 1.87001 0.06
C 5.15707 4.82227 -5.87418 -0.08
H -7.03141 1.33292 0.62928 0.07
H 0.11893 -4.38885 3.10359 -0.16
O -7.26875 1.45247 4.61947 -0.23

---

No. 5
78
Properties=species:S:1:pos:R:3:lowdin_charge:R:1 method="wB97M-V/def2-TZVPD" spin_multiplicity=1 orbital_gap_ev=4.199 e_homo_ev=-4.0 total_energy_ev=-63569.977 charge=-1
C -6.88375 -1.35751 4.01185 -0.14
O -4.67280 -3.11756 2.69040 -0.27
O 5.93387 5.05744 -4.01994 -0.30
N 4.00994 2.35362 -3.76417 -0.29
H 6.67082 3.64052 -6.40219 0.09
H 3.64288 5.65541 -5.37251 0.07
H -2.00660 -2.26977 5.36257 0.08
H 6.07137 2.32872 -1.46367 0.08
H 3.51959 -0.75866 -0.47204 0.06
C -1.48880 -0.04658 0.02004 -0.28
H 5.16901 5.80401 -6.26655 0.07
H -4.94389 -6.03977 5.01129 0.08
H -7.18380 -1.41913 5.05769 0.04
H 7.77220 2.56953 -1.91513 0.07
C -2.67534 -1.52412 5.80461 -0.16
O 0.80568 0.39921 -1.95319 -0.13
H 5.36226 3.54282 -7.59797 0.08
H 5.64086 2.19478 -6.57202 0.05
H -7.28255 -2.21451 3.46475 0.09
H -4.93984 -0.07837 6.09307 0.09
H 0.25945 -0.24321 1.47392 0.09
C 0.01936 -0.59233 0.35905 -0.20
H -2.18439 -0.41350 0.91826 0.08
H 3.02894 0.61148 -4.42960 0.10
N 6.37299 2.82102 -3.50039 -0.34
H 3.74607 5.07013 -7.03060 0.07
C 2.42558 -1.09718 -0.71950 -0.10
H 0.75844 -0.41433 -2.53811 0.08
H -5.65384 -1.02733 1.76403 0.08
C 2.78594 2.74109 -3.04411 -0.14
H -7.39181 -0.45269 3.65408 0.08
C 6.73863 1.50738 -3.99355 -0.14
H -3.29455 -0.33880 -1.36515 0.07
H -5.88411 -1.44780 6.72958 0.05
H -6.94223 -3.23929 5.80463 0.05
H 4.47990 0.95782 -5.30422 0.05
H 2.82246 -3.37596 -0.48324 0.04
H -4.44669 -0.94332 7.54783 0.09
C -6.14489 -3.97335 5.90782 -0.14
H -2.56962 -0.59383 5.23475 0.08
C -4.35276 -5.13159 4.88762 -0.15
H 7.78202 1.28087 -3.74866 0.08
B 1.21527 0.02514 -0.58548 -0.82
C 5.65228 3.28450 -6.57134 -0.14
H -5.55308 0.49839 2.66353 0.08
P -4.39051 -2.60016 4.12213 0.79
H 1.68077 1.01076 -0.08711 0.06
C -2.15823 -0.70192 -1.34471 -0.53
H 6.13065 0.71090 -3.55874 0.08
H -3.01978 -3.01443 -0.18191 -0.14
N 4.70668 3.82433 -5.59614 -0.34
H -5.67535 -3.84874 6.88613 0.07
H -1.56888 1.14341 0.04960 0.12
H 3.04213 3.30405 -2.14076 0.08
S -2.19857 -2.61134 -1.28259 0.55
H 2.20889 1.86844 -2.72118 0.06
P 5.03887 3.79964 -3.90095 0.78
H -4.10042 -0.46586 2.41369 0.06
C -4.87681 -1.07265 6.54637 -0.14
N -5.18710 -3.93304 4.81992 -0.34
H -2.32881 -1.35493 6.82934 0.08
H 2.14975 3.37677 -3.67062 0.08
H -1.68113 -0.31325 -2.34298 0.08
N -4.06597 -2.00534 5.76812 -0.31
C 4.29791 5.15341 -6.08920 -0.16
H 6.71927 3.95442 -1.74216 0.07
C 6.75224 2.91314 -2.09152 -0.15
N -5.43231 -1.24307 3.88221 -0.34
H 6.69603 1.42952 -5.07862 0.05
H 3.01353 1.92169 -5.60891 0.08
C 3.62169 1.44092 -4.83621 -0.12
H -3.78159 -5.26673 3.95870 0.07
H 0.00064 -1.77793 0.41051 0.07
C -5.17227 -0.52664 2.61898 -0.14
H 1.46085 -2.81259 -1.93202 0.04
H -3.63632 -5.06389 5.71312 0.07
H -6.66682 -4.93626 5.92582 0.08
C 2.23048 -2.53605 -1.08633 -0.10